The following is a DFT calculation (the ωB97M-V functional and the def2-TZVPD basis) of a 2-piece molecular cluster, C5H14N2 overall at a distorted geometry.

The geometry in XYZ format:
```
21
Properties=species:S:1:pos:R:3:forces:R:3
H -1.096 3.276 1.760 -0.1 -0.6 -0.1
N -1.172 3.176 0.742 3.1 0.6 -0.7
C 0.035 3.043 0.244 -3.7 0.6 -0.8
N 0.147 3.162 -1.233 0.7 0.0 2.6
H 0.909 2.758 0.860 -0.2 0.3 -0.5
H 0.986 2.606 -1.408 0.0 0.9 -0.9
H 0.179 4.169 -1.546 0.2 -1.8 0.5
C 1.292 -2.599 -1.045 -0.9 -0.6 -0.7
C -0.017 -1.873 -0.684 -1.5 -1.0 0.1
C 0.102 -1.043 0.599 -0.9 0.5 0.3
C -1.305 -0.713 1.251 0.5 -0.5 0.3
H 2.084 -1.854 -1.172 0.1 -0.3 0.2
H 1.155 -3.112 -2.038 0.3 0.4 0.9
H 1.524 -3.379 -0.284 0.2 0.7 -0.5
H -0.888 -2.644 -0.496 1.7 1.2 -0.4
H -0.348 -1.280 -1.556 0.1 -0.1 0.5
H 0.683 -1.667 1.285 0.0 0.3 0.2
H 0.671 -0.087 0.451 -0.4 -0.8 0.0
H -1.159 -0.052 2.160 -0.3 -0.7 -1.1
H -1.815 -1.677 1.610 0.7 1.4 -0.6
H -1.965 -0.212 0.500 0.5 -0.3 0.7
```
Positions in Å, forces in eV/Å.

molar mass = 102.18 g mol⁻¹
HOMO energy = -9.75 eV
SMILES = [H]/N=C/N.CCCC
calculated total energy = -308.365579 Eh
LUMO level = 0.0315 hartree